No. 1
DFT (the ωB97M-V functional and the def2-TZVPD basis) results for C23H35FN4O3S in the gas phase.

```
67
Properties=species:S:1:pos:R:3:mulliken_charge:R:1
C -1.219 -3.329 3.582 -0.4866
H -1.007 -4.383 3.734 0.3282
H -1.209 -2.805 4.532 0.3377
H -0.502 -2.878 2.901 -0.0784
S -2.892 -3.147 2.905 -0.1421
C -2.823 -4.334 1.522 -0.7700
C -1.910 -3.909 0.385 -1.1371
H -0.869 -3.886 0.717 0.2132
H -1.993 -4.635 -0.426 0.4225
C -2.278 -2.529 -0.175 0.1086
N -1.750 -2.407 -1.527 -0.7644
H -2.001 -1.501 -1.917 0.3862
H -0.736 -2.460 -1.497 0.3039
H -3.366 -2.453 -0.227 0.5718
C -1.681 -1.453 0.733 0.4027
O -0.498 -1.539 1.071 -0.8721
N -2.425 -0.401 1.111 0.1515
C -3.706 0.002 0.581 -0.7368
H -4.494 -0.230 1.308 0.4187
C -3.682 1.513 0.273 -1.2609
H -4.245 1.698 -0.642 0.4771
H -4.147 2.080 1.081 0.4249
C -2.238 1.998 0.104 -0.2015
C -1.559 1.226 -1.032 -0.1642
O -2.176 0.505 -1.796 -0.7973
N -0.235 1.432 -1.145 0.7176
H 0.236 2.068 -0.522 0.2617
C 0.577 0.868 -2.201 -0.1033
C 1.824 0.186 -1.612 0.1802
O 2.911 0.225 -2.154 -0.7093
N 1.609 -0.446 -0.447 0.2867
H 0.691 -0.527 -0.028 0.0008
C 2.705 -1.020 0.301 -0.8947
C 3.747 0.012 0.652 0.8497
C 5.102 -0.287 0.580 -0.7851
C 6.066 0.655 0.891 -0.7812
C 5.694 1.931 1.277 -0.4530
C 4.353 2.259 1.356 -0.8381
C 3.409 1.299 1.048 0.6422
F 2.100 1.659 1.141 -0.1482
H 4.029 3.245 1.650 0.4461
H 6.443 2.672 1.512 0.3900
H 7.111 0.394 0.823 0.3906
H 5.399 -1.276 0.264 0.3791
H 2.279 -1.456 1.208 0.3417
H 3.184 -1.812 -0.286 0.3756
H -0.035 0.102 -2.695 0.3713
C 0.987 1.923 -3.248 0.4074
C -0.223 2.373 -4.060 -1.4626
H -0.691 1.528 -4.558 0.3814
H -0.966 2.840 -3.415 0.2192
H 0.078 3.096 -4.814 0.4624
C 1.680 3.118 -2.595 -1.4647
H 2.515 2.784 -1.985 0.3421
H 0.986 3.687 -1.977 0.2693
H 2.067 3.783 -3.363 0.4443
H 1.706 1.431 -3.908 0.3496
C -1.524 1.864 1.455 -0.4800
C -1.902 0.520 2.098 -0.9824
H -2.679 0.656 2.857 0.4789
H -1.034 0.054 2.567 0.4047
H -0.443 1.933 1.346 -0.1020
H -1.839 2.680 2.108 0.6568
H -2.242 3.052 -0.200 0.6514
H -3.903 -0.538 -0.341 0.4733
H -2.513 -5.295 1.935 0.5000
H -3.855 -4.412 1.180 0.3949
```

The lowest unoccupied orbital energy comes out at 0.62 eV. The energy above the lowest of the compared OMol25 structures with the same formula, charge and spin comes out at 0.000 eV. The frontier orbital gap is 9.041 eV. Its SMILES is CSCC[C@H](N)C(=O)N1CCC(C(=O)N[C@H](C(=O)NCc2ccccc2F)C(C)C)CC1. The HOMO energy comes out at -8.42 eV. The net charge is 0.

No. 2
DFT (the ωB97M-V functional and the def2-TZVPD basis) results for C23H35N3O4 in the gas phase.

```
65
Properties=species:S:1:pos:R:3:mulliken_charge:R:1
C -5.908 -0.451 -2.958 -0.8895
H -5.139 -0.165 -3.683 0.3380
H -6.510 0.427 -2.703 0.3584
H -6.549 -1.214 -3.395 0.2467
O -5.343 -1.039 -1.811 -0.4334
C -4.511 -0.283 -1.038 0.8520
C -4.022 -0.911 0.110 -0.8527
C -3.168 -0.235 0.963 0.7627
C -2.806 1.081 0.689 -0.5834
C -3.284 1.707 -0.455 0.2592
C -4.134 1.018 -1.324 -0.4564
H -4.481 1.541 -2.199 0.5042
O -2.976 2.976 -0.825 -0.4776
C -2.210 3.768 0.061 -0.5022
H -1.240 3.319 0.290 0.0978
H -2.062 4.717 -0.451 0.2800
H -2.749 3.941 0.998 0.3067
H -2.153 1.602 1.370 0.4556
C -2.553 -0.925 2.156 -1.8415
N -1.350 -1.704 1.865 0.0861
C -1.570 -3.009 1.284 -0.8830
C -1.326 -3.024 -0.231 -0.5665
N 0.056 -2.662 -0.428 -0.0845
C 0.648 -1.742 0.350 -0.3822
O 1.849 -1.527 0.290 -0.7183
C -0.307 -0.922 1.207 1.2050
C 0.469 -0.080 2.239 -1.4439
H -0.150 0.070 3.121 0.5024
C 0.814 1.279 1.642 0.4862
O 0.160 2.284 1.865 -0.7303
N 1.875 1.240 0.828 0.3732
C 2.383 2.378 0.099 -0.7478
C 3.893 2.250 -0.079 -0.6706
C 4.253 1.160 -1.092 -0.5092
C 5.706 0.694 -0.969 0.2987
H 6.355 1.573 -0.901 0.5302
C 5.905 -0.246 0.223 -1.0236
C 5.409 -1.613 -0.267 -0.1906
C 5.522 -1.575 -1.803 -0.7465
H 6.151 -2.379 -2.184 0.4000
H 4.538 -1.684 -2.256 0.2524
C 6.112 -0.202 -2.142 -1.1052
H 5.755 0.176 -3.100 0.4279
H 7.201 -0.265 -2.187 0.3390
H 4.374 -1.772 0.033 -0.2076
H 6.004 -2.419 0.160 0.5024
H 6.968 -0.296 0.468 0.4017
H 5.371 0.082 1.113 0.3847
H 3.602 0.297 -0.957 0.0054
H 4.081 1.548 -2.099 0.2952
H 4.300 3.207 -0.409 0.4080
H 4.335 2.020 0.893 0.2599
H 2.125 3.273 0.673 0.4224
H 1.896 2.451 -0.883 0.2828
H 2.273 0.329 0.621 -0.0353
H 1.378 -0.606 2.531 0.3041
H -0.772 -0.232 0.475 -0.0027
H 0.650 -3.220 -1.022 0.3228
H -1.987 -2.300 -0.723 0.2124
H -1.508 -4.013 -0.650 0.5047
H -0.860 -3.709 1.745 0.3650
H -2.580 -3.347 1.513 0.4569
H -2.277 -0.169 2.896 0.4324
H -3.270 -1.603 2.622 0.6788
H -4.339 -1.922 0.313 0.4823
```

The lowest unoccupied orbital energy comes out at 0.66 eV. The energy above the lowest of the compared OMol25 structures with the same formula, charge and spin comes out at 0.646 eV. The frontier orbital gap is 8.882 eV. Its SMILES is COc1cc(CN2CCNC(=O)[C@@H]2CC(=O)NCCCC2CCCC2)cc(OC)c1. The HOMO energy comes out at -8.22 eV. The net charge is 0.

- net charge of number 1 (C23H35FN4O3S)?
  0

- Among the records above, which one has the lowest lowest unoccupied orbital energy?
  C23H35FN4O3S

- Which value of lowest unoccupied orbital energy does entry 1 give?
  0.62 eV